{
  "formula": "C24H69NO16",
  "method": "ωB97M-V/def2-TZVPD",
  "symbols": ["H", "H", "H", "H", "H", "H", "C", "H", "O", "C", "O", "H", "H", "H", "H", "O", "H", "H", "C", "H", "H", "H", "C", "O", "C", "C", "O", "C", "H", "H", "H", "H", "N", "O", "H", "C", "C", "H", "C", "H", "H", "H", "C", "O", "H", "C", "H", "H", "H", "C", "O", "C", "C", "H", "H", "C", "H", "C", "H", "H", "H", "H", "O", "H", "H", "H", "H", "H", "H", "H", "C", "H", "O", "H", "H", "H", "H", "H", "H", "H", "C", "C", "H", "H", "H", "H", "H", "H", "H", "O", "H", "H", "H", "H", "C", "O", "C", "C", "O", "O", "H", "H", "H", "O", "C", "H", "H", "H", "O", "H"],
  "coordinates": [[0.487, 4.988, 3.615], [-4.372, 0.496, -0.218], [-3.498, 0.500, -3.156], [-0.754, -1.219, -0.170], [1.890, 1.008, -2.088], [1.497, -2.390, -0.887], [2.068, 0.540, -5.860], [-1.120, -1.578, -2.549], [-1.233, 2.914, -2.614], [-2.110, 1.080, -1.785], [0.939, 3.877, -1.067], [2.465, 0.911, 0.197], [2.926, -1.189, -3.953], [0.891, 2.637, 0.502], [-0.557, 0.550, 2.006], [3.860, -0.184, 2.163], [-2.703, -4.371, -2.008], [-0.478, -1.959, 2.665], [3.811, -0.627, 1.024], [0.348, -0.166, 4.050], [3.004, 1.073, -5.867], [-3.639, 1.540, 2.532], [2.091, -0.077, -2.253], [2.373, 2.373, 4.222], [1.853, -3.267, -1.404], [-0.837, -1.050, 0.857], [4.165, -3.059, -1.126], [-4.483, 0.584, 0.845], [-0.887, 5.093, 0.427], [-0.490, -3.515, -3.746], [1.128, -4.946, -2.096], [1.090, -0.554, -2.018], [3.108, -0.415, -1.227], [1.659, 0.370, -4.510], [0.687, 1.646, 4.960], [-0.848, 1.690, -1.988], [0.743, 3.704, 0.266], [1.581, 4.238, 0.773], [-2.391, -3.987, -0.993], [4.728, -0.255, 0.564], [2.099, -3.061, -2.469], [2.401, 3.833, 2.746], [-0.373, -2.592, -4.342], [-2.612, -2.158, -3.844], [-1.451, 3.435, 0.609], [2.714, -0.426, 2.986], [-2.148, 1.266, 4.910], [-5.152, -0.817, 2.028], [2.993, -3.753, 0.402], [-0.543, 4.085, 0.797], [-0.207, 0.174, 1.190], [3.020, -3.775, -0.698], [1.048, 4.266, 4.248], [-1.900, -0.830, 1.044], [-0.845, -3.132, 1.345], [-3.424, -3.182, -0.448], [-1.822, -2.658, -5.553], [-0.317, -2.182, 1.603], [-2.741, 1.784, -1.215], [1.066, 2.813, 2.765], [-0.320, 1.104, -2.751], [3.935, -2.097, -1.142], [0.854, -4.257, -1.462], [-0.297, 1.726, -1.023], [3.870, 0.274, -1.408], [-2.075, 2.717, -3.034], [2.179, -0.428, -6.422], [3.141, 2.707, 4.658], [1.901, 0.251, 2.618], [0.645, -2.262, -4.324], [-1.288, -1.703, -3.686], [0.217, 3.838, 4.833], [-0.999, 1.688, 3.278], [-1.479, 2.489, 3.388], [1.381, 1.161, -6.403], [3.536, 0.397, -3.739], [-5.451, 1.032, 1.003], [1.836, -0.625, 0.424], [-0.500, 4.276, 1.818], [-2.182, -4.830, -0.360], [-3.451, 1.421, 1.454], [1.721, 3.313, 3.432], [2.395, -1.459, 3.029], [-2.038, 0.008, 3.581], [3.942, -1.681, 1.053], [0.787, -2.379, 1.439], [-1.110, -0.674, -4.047], [1.889, 4.146, 5.889], [-3.222, -3.017, 0.583], [1.955, 4.795, 5.175], [0.193, 3.460, -1.560], [-3.815, -1.399, -0.431], [-4.339, -3.672, -0.462], [-0.714, -0.657, 5.451], [2.737, -0.133, 0.111], [-4.407, -0.692, 1.476], [-0.343, 0.175, 4.786], [-1.529, 0.752, 4.182], [-2.710, 0.988, -3.092], [-3.475, -1.980, -1.089], [-3.609, 2.382, 1.104], [-2.919, -2.213, -2.931], [-2.458, 1.069, 1.337], [0.214, 1.173, 5.583], [2.627, -0.174, -3.638], [-2.025, 0.178, -1.175], [3.280, -4.820, -0.901], [-1.480, -3.459, -1.169], [-0.872, -2.767, -5.629], [3.020, -0.195, 4.014]],
  "molar_mass_g_mol": 627.81,
  "smiles": "COCCNCCOC.OCCO.OCCO.OCCO.OCCO.OCCO.CCO.CCO.CCO.CCO",
  "total_energy_ev": -60248.1514
}

{
  "formula": "C51H57LiN3O2P",
  "method": "ωB97M-V/def2-TZVPD",
  "symbols": ["C", "C", "C", "N", "C", "H", "C", "H", "C", "H", "H", "H", "C", "C", "Li", "H", "C", "C", "H", "C", "H", "C", "C", "H", "C", "H", "H", "H", "C", "H", "C", "H", "P", "C", "C", "C", "C", "H", "H", "C", "H", "C", "H", "H", "C", "C", "C", "H", "C", "H", "H", "C", "C", "H", "H", "H", "C", "C", "H", "C", "H", "H", "O", "C", "C", "H", "H", "H", "H", "C", "H", "H", "H", "H", "C", "H", "C", "H", "C", "C", "C", "O", "H", "C", "C", "N", "H", "H", "H", "H", "H", "C", "H", "C", "H", "H", "C", "H", "C", "H", "H", "C", "H", "H", "C", "H", "C", "H", "H", "C", "H", "C", "N", "H", "C"],
  "coordinates": [[4.086, -0.774, -2.950], [-5.408, -1.371, -1.302], [0.209, 0.758, 2.942], [2.461, 1.171, -0.297], [-1.929, -2.698, -1.537], [1.383, 4.292, 6.731], [-2.750, -1.101, 2.413], [-1.502, -4.483, -0.017], [5.059, 1.467, 1.444], [-1.966, 1.344, -2.424], [5.664, -0.583, 1.459], [-1.097, -5.568, 4.094], [0.099, 5.192, 0.574], [1.284, 4.531, 0.302], [0.580, 0.671, 0.434], [-2.456, -0.865, 3.433], [-2.679, -3.243, -2.559], [-0.670, -3.675, -3.797], [6.018, -1.706, -0.367], [-1.395, -5.124, 2.014], [-4.839, -0.621, 2.443], [-3.338, 0.348, -0.476], [0.086, -3.170, -2.756], [-1.888, -0.766, -3.763], [5.224, -1.196, -0.902], [-2.055, 4.957, 0.593], [3.986, -0.950, -4.014], [2.711, 0.025, 1.932], [3.647, -0.473, 2.176], [1.160, -3.135, -2.849], [2.477, 2.474, -0.489], [-2.421, -2.264, -0.677], [0.376, -2.045, -0.156], [0.043, 3.026, 3.888], [-2.343, 2.429, -0.158], [0.053, -3.870, 3.457], [-4.119, -0.350, 0.473], [2.349, 2.572, -4.553], [1.055, -2.216, 2.543], [0.377, -3.046, 2.401], [0.485, -3.695, 4.433], [-0.838, -4.920, 3.268], [5.786, 1.815, 0.710], [-4.455, 1.867, 1.927], [-1.087, 4.497, 0.441], [-0.163, -3.250, 1.130], [-4.665, -0.671, -2.235], [-4.685, 1.787, -3.745], [4.749, -0.013, 1.223], [-1.821, 0.687, -4.764], [1.590, 1.445, -2.448], [3.388, 0.371, -0.928], [-3.926, -0.227, 1.969], [3.552, 2.628, -3.253], [-3.927, 1.283, 3.519], [-3.314, -0.238, -4.663], [1.233, 3.185, -0.039], [-2.052, -3.740, -3.693], [-2.098, -5.934, 1.860], [0.349, 3.927, 4.871], [0.632, 0.643, -4.523], [1.986, -0.445, -4.812], [-3.355, 3.128, -0.372], [-0.533, -2.700, -1.597], [1.388, 1.372, 5.013], [2.624, -2.666, 0.481], [-2.639, -4.170, -4.492], [-3.755, -3.263, -2.477], [1.805, 0.372, 5.059], [-2.451, 0.104, -4.092], [-6.211, -2.033, -1.610], [-2.751, 1.565, 2.235], [5.700, -2.177, -2.751], [-3.007, -2.160, 2.360], [0.544, 1.693, 3.908], [-0.644, 0.956, 2.309], [3.028, 1.973, -3.946], [-4.907, -0.784, -3.284], [1.679, 2.284, 5.996], [-3.638, 0.171, -1.851], [5.060, -1.462, -2.249], [3.388, 3.149, -1.001], [1.945, -3.884, -0.621], [2.038, -2.815, -0.423], [-3.755, 1.214, 2.444], [-2.267, 1.120, -0.108], [-3.936, 2.767, -2.471], [-5.716, -1.728, 0.780], [3.756, 1.493, -4.601], [5.459, 1.627, 2.446], [3.913, -0.227, 3.202], [-1.061, -4.302, 0.953], [0.403, -0.280, 3.170], [1.163, 3.576, 5.949], [2.557, -2.319, -1.239], [-3.227, 2.737, -4.097], [-1.046, 3.147, 0.090], [-1.895, -0.921, 1.765], [-5.123, -1.201, 0.040], [-0.177, -4.025, -4.696], [0.898, -0.722, -3.442], [4.423, -0.287, -0.230], [2.243, 5.029, 0.340], [-0.599, 3.314, 3.064], [2.260, 0.923, -3.136], [0.103, 6.240, 0.859], [-2.874, 0.955, -2.895], [3.511, -1.552, 2.106], [-0.056, 4.933, 4.823], [1.396, 0.041, -4.036], [4.154, 2.055, 1.333], [3.259, 0.136, -2.319], [0.094, 2.511, -0.133], [2.312, 1.995, 6.834], [-3.736, 2.141, -3.338]],
  "molar_mass_g_mol": 781.95,
  "total_energy_ev": -71875.8054,
  "total_charge": -2
}

{
  "formula": "C19H21N4O7S3Y",
  "method": "ωB97M-V/def2-TZVPD",
  "symbols": ["H", "C", "C", "C", "C", "H", "H", "H", "O", "C", "C", "C", "C", "H", "H", "O", "N", "H", "N", "O", "C", "C", "S", "C", "O", "C", "H", "N", "C", "C", "C", "C", "H", "H", "H", "S", "H", "C", "O", "C", "H", "H", "H", "N", "O", "O", "C", "S", "H", "H", "H", "H", "Y", "H", "H"],
  "coordinates": [[-2.243, -0.434, -7.234], [-2.472, -1.006, -2.751], [-1.030, 2.089, 0.524], [-0.270, -0.815, -3.693], [2.436, 0.992, 2.225], [-3.425, 1.463, 1.789], [-0.170, -0.811, -5.823], [-0.390, 4.338, 2.874], [2.751, -0.253, -2.066], [-1.091, -0.882, -2.569], [3.243, -1.415, -2.432], [2.629, -2.648, -1.725], [-2.786, 0.647, 1.443], [2.824, 2.769, 4.483], [-3.435, -0.126, 1.040], [-0.054, -3.746, -1.843], [-1.051, 2.825, 1.637], [-3.110, -1.071, -1.877], [2.393, -0.284, 1.656], [2.670, 2.000, 1.588], [-0.827, -0.869, -4.962], [0.936, -0.579, 5.214], [0.087, 2.446, -0.727], [-0.183, 3.968, 1.871], [4.097, -1.571, -3.266], [2.296, 1.848, 4.689], [-4.082, -1.149, -4.146], [1.669, -2.368, -0.627], [2.055, 0.930, 3.680], [-3.009, -1.056, -4.026], [-2.778, -1.080, -6.537], [1.857, 1.531, 5.968], [-1.717, 2.587, 2.354], [2.047, 2.214, 6.785], [3.464, -3.215, -1.309], [1.281, -1.161, 2.458], [-1.693, 0.447, -0.371], [1.381, -0.239, 3.953], [-0.591, -0.833, -1.309], [1.189, 0.337, 6.229], [0.429, -1.514, 5.402], [0.863, 3.672, 1.797], [-2.228, 0.225, 2.283], [-1.902, 1.093, 0.390], [1.569, -2.538, 2.696], [0.032, -0.839, 1.739], [-2.197, -0.992, -5.154], [0.224, -2.919, -0.698], [-2.721, -2.098, -6.929], [-0.381, 4.761, 1.150], [0.802, -0.701, -3.584], [-3.827, -0.784, -6.545], [1.415, -0.032, -0.465], [0.873, 0.119, 7.240], [2.152, -3.268, -2.487]],
  "molar_mass_g_mol": 602.51,
  "total_energy_ev": -73890.1739
}

{
  "formula": "C8H12O",
  "method": "ωB97M-V/def2-TZVPD",
  "symbols": ["C", "C", "O", "H", "H", "C", "C", "C", "H", "H", "H", "H", "H", "C", "H", "H", "C", "H", "H", "C", "H"],
  "coordinates": [[-0.946, 0.852, -0.075], [1.081, -0.925, -2.176], [-2.162, 0.106, -0.347], [1.136, -1.707, -2.910], [0.932, 0.045, -2.624], [2.109, -0.122, -0.032], [-0.381, -1.000, 1.423], [1.407, 0.465, 0.910], [0.112, -1.778, 0.693], [0.061, -1.198, 2.368], [1.950, 0.955, 1.780], [1.780, -2.228, -0.747], [-0.293, 0.937, -0.969], [1.637, -1.128, -0.944], [-1.473, -1.185, 1.443], [-2.540, 2.166, -0.773], [-2.253, 1.483, 0.019], [-0.341, 1.071, 2.030], [-2.762, 1.561, 0.988], [-0.064, 0.459, 1.134], [3.197, 0.012, -0.063]],
  "molar_mass_g_mol": 124.18,
  "smiles": "C=C/C=C\\[C@H](C)[C@@H]1CO1",
  "total_energy_ev": -10534.3633
}

Per-record LUMO, eV: 0.01, 4.16, -0.40, 1.00
Per-record HOMO, Eh: -0.340, -0.011, -0.292, -0.342
Per-record ΔE to the lowest compared entry with this formula, charge and spin, kJ/mol: 0.0, 4.4, 0.0, 347.2